141
Properties=species:S:1:pos:R:3:forces:R:3:lowdin_charge:R:1 method="wB97M-V/def2-TZVPD" e_above_lowest_kj_mol=0.0 max_force_ev_per_a=5.73 e_lumo_ev=-2.75 multiplicity=1 charge=0 e_homo_ev=-8.7
O 0.75660 3.99536 -1.56570 0.12 1.17 0.64 -0.294
V 2.03249 3.37305 -0.90397 -0.30 -5.31 -1.03 1.096
O 2.44080 3.76296 0.55306 -0.63 1.12 0.41 -0.303
O 3.06130 -0.31950 1.72439 -0.40 -0.66 0.04 -0.295
V 2.74671 -0.99815 0.33689 4.41 2.59 -2.58 1.011
O 1.62542 -2.03947 0.42599 -2.14 -2.04 0.90 -0.297
C 4.63240 -1.80874 -1.53749 -2.67 -0.01 0.77 -0.417
O 4.04000 -2.61173 -0.45628 0.68 -0.70 1.02 -0.212
O 4.62278 -0.60537 -0.94685 -1.07 0.03 -0.21 -0.156
C 5.91753 -2.33582 -2.16427 1.44 1.74 -0.01 -0.542
F 6.98280 -2.28486 -1.33863 -0.44 -0.76 0.31 0.147
F 5.82980 -3.54549 -2.72104 -0.07 -0.01 0.32 0.157
F 6.25551 -1.46506 -3.14590 -0.49 -0.25 -0.26 0.137
C 3.98191 -4.06073 -0.43357 -0.05 0.55 1.27 -0.201
C 4.82978 -4.57816 0.72459 -0.40 -0.67 -0.15 -0.043
H 4.88321 -3.88660 1.56239 0.07 0.16 -0.13 0.085
H 4.33880 -5.47889 1.10356 0.13 -0.04 0.04 0.072
H 5.81778 -4.87184 0.37216 0.15 0.25 0.21 0.076
H 4.36516 -4.50537 -1.34467 -0.57 0.24 -0.33 0.113
H 2.92587 -4.23981 -0.23589 0.03 -0.49 -0.37 0.102
H 3.79415 -2.00863 -2.22587 0.81 0.52 -1.27 0.134
C 1.05612 -0.99460 -2.72705 1.00 1.08 0.28 -0.026
C 0.04065 -0.04537 -2.06940 -1.10 -0.33 -1.06 -0.468
C -1.25949 -0.84431 -2.07397 -2.77 0.70 1.31 -0.120
C -2.35067 -0.27358 -1.12774 0.77 -0.23 0.91 -0.165
C -1.75117 -0.11985 0.24781 0.18 0.57 0.18 -0.134
C -0.48345 0.75916 0.35263 -1.10 -0.76 0.76 -0.465
N 0.45383 0.36626 -0.70260 0.99 -0.40 -0.29 -0.100
O 1.61176 1.19027 -0.76609 0.96 1.69 0.40 -0.262
C 0.09503 0.42461 1.74202 1.77 1.81 -0.07 -0.048
C -0.88122 2.23807 0.31473 -0.41 -0.43 -0.21 -0.011
C -0.12048 1.18548 -2.97651 -0.36 0.63 -0.24 -0.028
H 1.28938 -1.89899 -2.16552 -0.21 0.08 0.24 0.067
H 1.96735 -0.39639 -2.84201 0.27 -0.40 -0.12 0.089
H 0.75171 -1.30490 -3.72589 -0.21 0.12 0.02 0.094
H -1.19019 -1.89360 -1.78112 0.63 -0.02 -0.20 0.116
H -1.88330 -0.76788 -2.96754 1.25 -0.37 -0.90 0.122
H -3.14268 -1.01113 -0.97639 -0.23 0.13 -0.58 0.114
H -2.77736 0.66561 -1.48487 0.02 -0.03 -0.11 0.115
H -1.50385 -1.11015 0.64286 -0.03 -0.03 -0.01 0.111
H -2.46393 0.35606 0.92805 -0.04 -0.26 0.13 0.108
H -0.53053 0.67858 2.59905 -0.57 -0.40 -0.32 0.082
H 0.92347 1.14083 1.84681 0.07 -0.06 0.19 0.075
H 0.62309 -0.50845 1.89416 -0.62 -0.38 -0.31 0.031
H -1.36815 2.43321 -0.63994 0.24 0.43 -0.04 0.077
H -0.04687 2.90373 0.50835 -0.04 0.07 -0.16 0.040
H -1.62730 2.48468 1.07349 0.08 -0.25 0.15 0.088
H -0.67316 1.03271 -3.90791 0.41 -0.79 -0.10 0.074
H 0.87172 1.57102 -3.21241 -0.11 0.21 -0.13 0.075
H -0.74571 1.98709 -2.57551 0.38 -0.03 0.59 0.058
C -0.27387 2.77633 5.82341 1.05 0.11 -0.52 0.005
C -0.08378 3.88813 4.81688 0.14 1.23 0.05 -0.280
C 0.16164 3.49657 3.36236 -0.47 0.32 -0.60 -0.075
O -0.59899 4.46980 2.61735 -0.19 -0.16 0.13 0.047
C -1.48975 5.05874 3.43649 -0.11 0.11 0.03 -0.592
O -2.39751 5.73343 3.06017 0.03 0.15 0.04 0.142
O -1.21932 4.77933 4.72113 -0.55 -0.37 -0.09 0.090
H -0.13941 3.08409 6.85690 -0.18 0.23 -0.04 0.098
H 0.59535 2.15352 5.59317 -0.17 -0.39 0.31 0.079
H -1.18815 2.19484 5.72314 -0.06 0.12 -0.25 0.086
H 0.72010 4.58253 5.07694 0.22 -0.44 0.50 0.158
H -0.23106 2.51666 3.10596 0.09 -0.02 0.14 0.089
H 1.17091 3.63018 2.97967 0.21 -0.39 0.45 0.130
C -0.57634 7.68262 -3.69556 0.57 0.26 -0.20 -0.024
C -1.78816 6.82157 -3.94022 0.75 -1.02 -1.19 -0.302
C -1.70966 5.96391 -5.24602 0.69 0.72 0.41 -0.079
O -2.10163 4.65017 -4.83340 -0.71 0.06 -0.27 0.047
C -2.27420 4.64713 -3.49051 1.10 0.47 0.13 -0.556
O -2.74941 3.78311 -2.83503 -0.09 -0.39 -0.17 0.169
O -1.68763 5.76396 -2.99451 -1.27 -0.06 1.06 0.059
H -0.31977 8.34171 -4.52710 -0.47 0.27 0.09 0.091
H 0.31240 7.05356 -3.60264 -0.22 -0.31 0.04 0.090
H -0.63888 8.22822 -2.75593 -0.21 0.20 -0.14 0.090
H -2.75865 7.32087 -3.91080 0.10 0.12 0.48 0.156
H -0.66060 5.96775 -5.55073 -0.06 -0.34 -0.24 0.125
H -2.33774 6.30956 -6.06220 -0.11 -0.08 0.06 0.132
C -0.51483 0.21610 -6.92180 -2.20 0.31 0.09 -0.024
C 0.04506 1.50850 -7.51763 1.57 -1.76 0.70 -0.244
C 0.20437 2.75867 -6.65332 -1.28 0.45 1.20 -0.099
O 1.57582 2.90336 -6.34311 0.20 0.21 -0.07 0.064
C 2.28946 1.95210 -6.96521 -0.65 -0.36 -0.63 -0.566
O 3.47066 1.89122 -6.97060 0.27 -0.21 0.09 0.175
O 1.43925 1.08780 -7.58498 1.10 0.73 -0.92 0.049
H -1.61253 0.17576 -6.97316 -0.01 0.45 0.36 0.086
H -0.22028 0.07751 -5.88400 0.18 0.04 -0.05 0.066
H -0.28855 -0.68088 -7.49591 0.78 0.31 -0.17 0.090
H -0.36277 1.68983 -8.51124 0.27 0.14 -0.04 0.150
H -0.30243 2.67002 -5.68801 -0.23 -0.13 -0.17 0.115
H -0.14438 3.69286 -7.09353 0.00 -0.18 -0.35 0.128
C -2.51321 -4.46352 2.26517 0.19 -0.42 0.31 -0.017
C -1.09845 -4.06058 1.87439 -0.54 -0.81 0.08 -0.288
C -0.43227 -3.12097 2.88655 -1.01 -0.12 0.39 -0.087
O 0.75177 -3.78540 3.31114 0.13 0.48 -0.38 0.071
C 0.85285 -4.95482 2.66501 0.88 -0.32 -0.15 -0.581
O 1.82552 -5.64311 2.67238 -0.14 -0.10 0.19 0.159
O -0.27058 -5.24486 2.00047 -0.39 0.23 -0.74 0.067
H -3.17268 -3.60804 2.40866 0.14 0.08 0.24 0.088
H -2.37681 -5.05865 3.17148 -0.44 0.34 0.28 0.098
H -3.01942 -5.13801 1.57361 0.34 0.12 -0.37 0.083
H -1.10724 -3.74159 0.83048 0.56 0.24 0.06 0.139
H -1.07919 -3.06411 3.76566 -0.02 0.33 -0.06 0.125
H -0.24205 -2.13420 2.48125 0.30 -0.04 0.07 0.094
C -4.49248 3.32491 3.18683 0.41 -0.20 -0.60 -0.008
C -4.72542 2.01305 3.87515 -1.73 -0.99 -1.22 -0.324
C -5.03913 0.77839 2.95926 1.18 2.19 -0.13 -0.091
O -4.37171 -0.28150 3.62014 -0.20 -0.42 0.25 0.060
C -3.50361 0.21382 4.55541 -1.28 -0.06 -0.60 -0.541
O -2.79388 -0.46079 5.22308 0.44 -0.01 -0.02 0.168
O -3.62837 1.54235 4.61553 0.85 0.53 1.00 0.097
H -4.52185 4.17580 3.86104 0.14 -0.01 0.02 0.093
H -5.23125 3.47574 2.39578 -0.27 -0.03 0.24 0.100
H -3.54820 3.30370 2.63742 0.15 0.10 0.24 0.078
H -5.66746 2.05907 4.43398 0.63 0.35 1.02 0.152
H -4.57082 0.94648 1.98575 -0.23 -0.33 -0.17 0.120
H -6.12269 0.77188 2.90026 0.02 -1.11 -0.15 0.133
C 0.43407 -6.57957 -1.13635 -0.81 0.03 -0.41 -0.010
C 0.78684 -6.39793 -2.60417 -0.46 0.65 0.69 -0.281
C -0.21809 -5.67811 -3.53108 0.89 -0.71 -0.49 -0.066
O 0.64471 -4.81713 -4.28816 -0.70 0.25 -0.21 0.063
C 1.76979 -4.58815 -3.60217 0.12 0.27 0.20 -0.581
O 2.50707 -3.67946 -3.81488 0.32 -0.06 -0.04 0.160
O 1.91471 -5.49190 -2.62278 0.13 -0.43 -0.11 0.072
H 1.15317 -7.25163 -0.67737 0.03 0.24 0.30 0.094
H -0.57040 -6.98758 -0.99240 0.10 -0.36 -0.27 0.090
H 0.36467 -5.61033 -0.64279 0.50 0.00 0.07 0.076
H 1.03904 -7.35408 -3.06255 0.40 0.09 -0.01 0.151
H -1.01031 -5.08549 -3.07728 0.04 -0.10 0.23 0.133
H -0.58848 -6.41170 -4.24354 -0.54 0.17 0.11 0.131
C 2.02425 -0.79496 5.24904 -0.21 0.07 -1.16 -0.006
C 0.66728 -0.54136 5.89743 1.24 -1.29 -1.34 -0.324
C -0.06473 -1.85169 6.27077 -1.15 0.89 1.60 -0.054
O -0.29896 -1.61078 7.68381 -0.51 -0.91 0.24 0.061
C 0.17838 -0.44331 8.12000 -0.18 -0.70 -0.60 -0.576
O 0.04482 -0.04642 9.22847 0.23 0.47 0.19 0.166
O 0.82850 0.16244 7.10563 -0.02 0.81 0.42 0.072
H 2.72616 -1.32801 5.88532 -0.10 -0.03 0.10 0.097
H 2.52203 0.05604 4.77665 -0.12 0.49 0.74 0.081
H 1.85084 -1.36260 4.32983 -0.09 -0.60 0.24 0.070
H 0.02492 -0.00191 5.20056 -0.01 0.31 0.22 0.121
H 0.35163 -2.85521 6.21915 0.80 0.36 -0.42 0.137
H -1.06342 -1.87067 5.83624 0.15 -0.05 -0.24 0.091